[1]
# C3H6N2O2

One molecule with the formula C3H6N2O2 at a distorted geometry (the ωB97M-V functional and the def2-TZVPD basis, the Open Molecules 2025 dataset).

The geometry in XYZ format:
```
13
Properties=species:S:1:pos:R:3
C -1.497 -0.453 -1.240
C -1.317 -0.426 0.027
C 0.148 -0.246 0.566
N 0.073 0.630 1.549
O 1.057 0.114 -0.750
N 2.370 0.159 -0.248
O 3.193 0.425 -1.087
H -2.411 -0.638 -1.685
H -0.800 -0.295 -2.007
H -1.958 -0.522 0.790
H 0.548 -1.221 0.819
H 0.961 0.995 1.985
H -0.366 1.479 1.281
```

The calculation puts the LUMO energy at 0.52 eV. As for the SMILES: C=C[C@H](N)ON=O. The energy relative to the best compared isomer or geometry (same formula, charge and spin) comes out at 132.6 kcal per mole. For the molar mass, the calculation gives 102.093 g/mol. Its HOMO energy is -9.97 eV. The frontier orbital gap is 10.50 eV. As for the largest force on an atom: 5.52 eV/Å.

Atom charges from the Löwdin analysis, given in e for atoms 1 to 6: C 0.03; C -0.08; C -0.36; N 0.07; O -0.12; N -0.08

---

[2]
# C3H6N2O2

C3H6N2O2 as an isolated structure (the ωB97M-V functional and the def2-TZVPD basis, the Open Molecules 2025 dataset).

The geometry in XYZ format:
```
13
Properties=species:S:1:pos:R:3
N -1.462 -0.552 -0.761
C -0.582 0.405 0.028
O -1.160 1.403 0.520
C -0.284 -0.858 0.771
O 1.567 -0.254 1.281
C 1.739 0.483 0.291
N 0.777 0.676 -0.625
H -2.400 -0.168 -0.785
H -1.125 -0.893 -1.654
H 0.214 -1.689 0.290
H -0.833 -1.051 1.689
H 2.704 0.984 0.147
H 0.844 1.514 -1.192
```

The calculation puts the LUMO energy at 0.68 eV. The energy relative to the best compared isomer or geometry (same formula, charge and spin) comes out at 96.6 kcal per mole. For the molar mass, the calculation gives 102.093 g/mol. Its HOMO energy is -8.65 eV. The frontier orbital gap is 9.33 eV. As for the largest force on an atom: 0.59 eV/Å.

Atom charges from the Löwdin analysis, given in e for atoms 1 to 6: N 0.12; C -0.81; O -0.07; C 0.17; O 0.00; C -0.27